Entry A
The following is a quantum chemistry calculation of C4H3NO in the gas phase, from the Open Molecules 2025 dataset.

Kohn-Sham gap: 8.840 eV
HOMO: -8.899 eV

Each line ends with the Löwdin charge.
Atoms and positions in Å:
O1 -1.13421 1.17271 -0.62001  0.0211
C1 -0.44931 0.04996 -0.17971  -0.3646
C2 0.99022 0.11167 -0.23283  -0.0712
C3 2.18928 0.26469 -0.20737  0.1430
C4 -1.09806 -0.88260 0.67735  -0.3078
N1 -1.64024 -1.72619 1.29430  0.1551
H1 -0.94968 1.91604 -0.01764  0.1237
H2 -1.16264 -1.28732 -0.55054  0.2624
H3 3.25465 0.38104 -0.16355  0.0382


Entry B
The following is a quantum chemistry calculation of a molecular structure, C4H3NO, from the Open Molecules 2025 dataset.

Kohn-Sham gap (alpha / beta): 7.620 / 8.691 eV
HOMO (alpha / beta): -9.527 / -9.778 eV

Each line ends with the Löwdin charge.
Atoms and positions in Å:
C1 -1.49375 -0.04543 0.05937  -0.2366
C2 -2.48652 -0.82648 0.48582  0.0151
C3 -2.53450 0.91031 -0.53164  0.1416
C4 0.01783 -0.02112 0.01586  -0.0395
N1 -3.82073 -0.62158 0.32535  -0.0070
O1 -3.79320 0.47987 -0.28185  -0.1082
H1 0.53031 -0.70910 0.86804  0.1483
H2 0.22742 -0.41323 -0.91180  0.0439
H3 0.38194 0.93681 0.07282  0.0425


Entry C
The following is a quantum chemistry calculation of C4H3NO in the gas phase, from the Open Molecules 2025 dataset.

Kohn-Sham gap (alpha / beta): 7.990 / 7.150 eV
HOMO (alpha / beta): -9.057 / -7.890 eV

Each line ends with the Löwdin charge.
Atoms and positions in Å:
C1 -0.07680 0.18806 -0.08156  -0.2519
C2 0.16231 1.49420 -0.33840  0.1201
C3 -1.11129 -0.71065 -0.29506  -0.1362
C4 -3.47917 0.03814 -0.00353  -0.2862
N1 -2.43309 -0.48556 -0.22180  0.1528
O1 -4.56204 0.41447 0.16145  0.1763
H1 0.84205 -0.35110 0.17781  0.1042
H2 0.87852 2.03966 0.26747  0.0112
H3 -0.88002 -1.76447 -0.37919  0.1096


In terms of stability, entry C leads; the second structure lies 36.7 kcal/mol higher.


Entry A
The following is a quantum chemistry calculation of 2 unconnected molecules or ions with the total composition H5N2P, from the Open Molecules 2025 dataset.

Kohn-Sham gap (alpha / beta): 7.640 / 8.098 eV
HOMO (alpha / beta): -7.518 / -7.944 eV

Each line ends with the Löwdin charge.
Atoms and positions in Å:
N1 0.74796 0.92801 0.56230  -0.2660
N2 -1.06073 -0.13066 -0.74335  -0.3403
P1 -0.32545 -0.41120 0.67383  0.6320
H1 1.69930 0.74715 0.76736  -0.0065
H2 0.64945 1.43106 1.41801  -0.0132
H3 -1.99699 -0.51711 -0.93193  0.0335
H4 -0.74637 0.25019 -1.69510  0.0948
H5 1.03283 -2.29744 -0.05111  -0.1344


Entry B
The following is a quantum chemistry calculation of a molecular structure, H5N2P, from the Open Molecules 2025 dataset.

Kohn-Sham gap: 8.789 eV
HOMO: -7.839 eV

Each line ends with the Löwdin charge.
Atoms and positions in Å:
N1 0.53685 -0.30146 0.89920  -0.1323
N2 -0.66505 -0.01962 0.23264  -0.5175
P1 -0.60390 -1.02013 -1.18399  0.6770
H1 1.14070 0.28152 0.31722  0.0415
H2 0.58453 -0.00297 1.86281  0.0695
H3 -1.61794 -0.07474 0.59753  0.0571
H4 0.76824 -0.29536 -1.96132  -0.0495
H5 -1.72341 -0.37546 -1.79018  -0.1457


In terms of stability, entry A leads; the second structure lies 1.5 kcal/mol higher.


Entry A
The following is a quantum chemistry calculation of a gas-phase ion, CH5N2S (charge +1), from the Open Molecules 2025 dataset.

SMILES: N/C=[NH+]/S
charge: +1
Kohn-Sham gap: 10.368 eV
HOMO: -14.700 eV

Each line ends with the Löwdin charge.
Atoms and positions in Å:
N1 0.89788 1.13412 0.57194  0.1871
C1 0.26373 0.50454 -0.38137  -0.1904
N2 -0.23774 -0.63890 -0.01921  -0.4014
S1 -0.83058 -1.86227 -1.02812  0.8602
H1 1.04923 2.11851 0.59368  0.1348
H2 0.94339 0.72087 1.50415  0.1510
H3 0.14166 0.75577 -1.51424  0.2043
H4 -0.09659 -1.07358 0.90742  0.1300
H5 -2.13098 -1.65906 -0.63425  -0.0756


Entry B
The following is a quantum chemistry calculation of a molecular structure, CH5N2S, from the Open Molecules 2025 dataset.

charge: +1
Kohn-Sham gap: 10.050 eV
HOMO: -14.685 eV

Each line ends with the Löwdin charge.
Atoms and positions in Å:
C1 0.29342 -0.39502 0.02599  -0.2473
N1 1.59173 -0.10977 -0.18513  0.1698
N2 -0.70384 0.44515 -0.13436  -0.4367
S1 -2.36225 -0.00146 -0.01006  0.8216
H1 -0.11932 -1.39893 0.50104  0.1898
H2 2.14929 -0.94800 -0.39271  0.1456
H3 2.02590 0.77510 -0.35550  0.1275
H4 -0.42670 1.51871 -0.83298  0.2962
H5 -2.44822 0.11422 1.38372  -0.0666


In terms of stability, entry A leads; the second structure lies 23.9 kcal/mol higher.